The following is a quantum chemistry calculation of a 2-piece molecular cluster, C2H3NO2S overall at a distorted geometry, from the Open Molecules 2025 dataset.

Its net charge is 0. The calculation puts the orbital gap at 8.91 eV. For the HOMO energy, the calculation gives -9.2 eV.

CARTESIAN COORDINATES (ANGSTROEM)
C  -1.20  0.23  0.33
C  -0.38  -0.59  -0.39
N  -1.77  1.13  0.89
O  2.26  -1.26  0.55
O  2.45  0.73  -0.86
S  1.89  0.15  0.31
H  -0.17  -1.60  -0.20
H  -0.41  -0.41  -1.48
H  -2.67  1.61  0.83

---

The following is a quantum chemistry calculation of a 2-piece molecular cluster, C2H3NO2S overall at a distorted geometry, from the Open Molecules 2025 dataset.

Its net charge is 0. The calculation puts the orbital gap at 9.35 eV. For the HOMO energy, the calculation gives -9.7 eV.

CARTESIAN COORDINATES (ANGSTROEM)
C  0.07  0.54  0.18
C  -0.75  -0.74  -0.02
H  2.55  1.80  -1.20
H  0.06  1.26  1.21
H  -1.76  -2.98  0.83
N  0.96  0.82  -0.71
O  1.44  2.05  -0.45
O  -0.93  -1.14  -1.11
S  -1.64  -1.62  1.29

---

The following is a quantum chemistry calculation of the molecule C2H3NO2S at a distorted geometry, from the Open Molecules 2025 dataset.

Its net charge is 0. The calculation puts the orbital gap at 9.87 eV. For the HOMO energy, the calculation gives -10.1 eV.

CARTESIAN COORDINATES (ANGSTROEM)
C  -0.78  0.60  0.03
C  0.72  0.64  0.02
H  -3.25  -0.80  0.48
H  -1.30  1.56  0.08
H  0.58  -1.76  0.11
N  -1.41  -0.50  -0.06
O  -2.77  -0.15  -0.05
O  1.28  1.68  -0.01
S  1.63  -0.95  0.00

---

The following is a quantum chemistry calculation of an isolated ion of composition C2H3NO3 and charge -2 at a distorted geometry, from the Open Molecules 2025 dataset.

Its net charge is -2. The calculation puts the orbital gap at 5.32 eV. For the HOMO energy, the calculation gives 2.2 eV.

CARTESIAN COORDINATES (ANGSTROEM)
C  1.70  0.29  -0.19
C  0.29  -0.14  0.22
N  -0.81  0.20  -1.08
O  2.28  1.24  0.38
O  -2.02  0.30  -0.44
O  2.32  -0.53  -0.92
H  -0.18  0.13  1.11
H  0.20  -1.22  0.22
H  -0.47  1.25  -1.19

---

Which energy relative to the best compared isomer or geometry (same formula, charge and spin) belongs to each record? In order, 3.017; 5.636; 2.650; 1.137 eV.
Which LUMO belongs to each record? In order, -0.26; -0.39; -0.23; 7.50 eV.